A structure of composition C2H5Cl2NiO in a non-equilibrium geometry. Source: OMol25; level of theory: ωB97M-V with the def2-TZVPD basis set.

Structure (XYZ):
```
11
Properties=species:S:1:pos:R:3:forces:R:3
Ni 12.513 12.340 6.477 -0.7 0.7 1.0
C 11.112 14.158 8.673 0.0 0.8 0.1
O 11.590 13.146 7.890 0.7 -1.3 -1.2
H 10.041 14.003 8.851 0.1 -0.1 0.1
H 11.624 14.085 9.651 -0.2 -0.1 -0.1
H 11.298 15.150 8.257 0.0 0.0 0.0
C 7.647 12.094 8.900 0.2 0.1 0.2
Cl 6.715 11.801 10.358 -0.1 0.0 0.2
Cl 6.900 11.397 7.468 0.1 0.0 -0.2
H 7.739 13.167 8.771 -0.2 0.0 -0.1
H 8.629 11.654 9.040 0.0 -0.1 -0.1
```
Positions in Å, forces in eV/Å.

Output
Charge: +1
Largest force on an atom: 1.896 eV/A
2S+1: 3
Lowest unoccupied orbital energy (spin up / spin down): -0.2421 / -0.2862 Ha